Molecular formula: C17H15BrN6O2SSeV
Method: DFT, ωB97M-V/def2-TZVPD

The LUMO energy (spin up / spin down) is -0.0071 / -0.0105 Eh. As for the expectation value of S²: 0.758. The value obtained for the energy above the lowest of the compared OMol25 structures with the same formula, charge and spin is 0.180 eV. The calculation puts the largest force on an atom at 0.66 eV Å⁻¹. The total energy comes out at -7453.486897 Eh. As for the HOMO energy (spin up / spin down): -7.228 / -6.806 eV. The spin multiplicity is 2. The value obtained for the HOMO-LUMO gap (spin up / spin down) is 7.035 / 6.520 eV.

Structure (XYZ):
```
44
Properties=species:S:1:pos:R:3:nbo_charge:R:1
V 0.457 -0.472 0.885 1.08
C -0.570 -5.811 2.322 -0.63
C 0.420 -4.747 1.945 -0.03
C 1.772 -5.016 1.780 -0.16
C 2.642 -4.008 1.390 -0.25
C 2.095 -2.763 1.188 0.13
Br 3.072 -1.255 0.600 0.24
N 0.817 -2.454 1.370 -0.49
C -0.007 -3.442 1.734 0.05
H -0.063 -6.723 2.635 0.22
H -1.218 -6.063 1.481 0.24
H -1.208 -5.482 3.142 0.23
H 2.148 -6.018 1.945 0.23
H 3.696 -4.178 1.231 0.24
H -1.047 -3.164 1.852 0.21
N -0.458 3.444 -4.698 -0.79
C 0.093 3.250 -3.446 0.20
C 0.326 4.333 -2.594 -0.28
C 0.882 4.138 -1.343 -0.14
C 1.230 2.859 -0.935 -0.34
C 1.044 1.783 -1.794 -0.18
C 0.467 1.968 -3.032 -0.26
S 1.876 2.597 0.672 2.34
O 3.131 1.900 0.569 -0.96
O 1.799 3.826 1.401 -0.93
N 0.866 1.469 1.339 -0.94
C -0.485 1.661 1.371 0.54
N -1.108 0.525 1.784 -0.58
C -2.451 0.523 1.768 0.13
C -3.165 1.630 1.401 -0.35
C -2.420 2.744 0.988 0.15
N -1.105 2.775 0.953 -0.47
H -0.958 4.304 -4.843 0.38
H -0.881 2.645 -5.138 0.39
H 0.050 5.332 -2.910 0.21
H 1.018 4.969 -0.664 0.24
H 1.347 0.784 -1.505 0.22
H 0.294 1.117 -3.680 0.23
H -2.930 -0.400 2.069 0.21
H -4.244 1.640 1.405 0.24
H -2.933 3.640 0.653 0.20
Se -2.440 -1.436 -2.971 -0.23
C -1.299 -1.275 -1.607 0.19
N -0.553 -1.151 -0.714 -0.73
```

Molecular formula: C17H15BrO3S
Method: DFT, ωB97M-V/def2-TZVPD

The LUMO energy is -0.0124 Eh. The calculation puts the largest force on an atom at 4.42 eV Å⁻¹. The total energy comes out at -3854.661882 Eh. As for the HOMO energy: -9.329 eV. The value obtained for the HOMO-LUMO gap is 8.991 eV.

Structure (XYZ):
```
37
Properties=species:S:1:pos:R:3:nbo_charge:R:1
C -3.924 1.831 0.631 -0.65
C -2.905 0.775 0.307 0.01
C -2.168 0.142 1.314 -0.17
C -1.290 -0.872 1.012 -0.19
C -0.923 -1.082 -0.361 -0.25
S 0.284 -2.503 -0.666 2.10
O 0.963 -2.766 0.635 -0.97
O -0.417 -3.674 -1.143 -0.92
C 1.552 -2.043 -1.859 -0.68
C 2.479 -0.809 -1.466 -0.11
Br 3.935 -1.032 -2.749 0.03
C 3.164 -0.796 -0.059 -0.45
C 2.142 0.163 0.663 0.06
C 1.780 0.319 1.992 -0.16
C 1.009 1.339 2.424 -0.19
C 0.387 2.133 1.365 -0.19
C 0.588 1.886 0.025 -0.16
C 1.541 0.966 -0.292 -0.21
C 1.763 0.544 -1.624 0.54
O 1.305 1.011 -2.596 -0.51
C -1.613 -0.556 -1.387 -0.23
C -2.536 0.387 -1.068 -0.20
H -4.333 2.326 -0.283 0.23
H -3.529 2.576 1.350 0.23
H -4.777 1.288 1.117 0.23
H -2.422 0.430 2.308 0.21
H -0.726 -1.385 1.774 0.25
H 0.981 -1.944 -2.791 0.27
H 2.274 -2.880 -1.775 0.28
H 4.217 -0.467 -0.108 0.25
H 3.086 -1.718 0.404 0.25
H 2.260 -0.355 2.715 0.21
H 0.786 1.628 3.410 0.22
H -0.425 2.726 1.705 0.20
H -0.036 2.357 -0.629 0.23
H -1.356 -0.813 -2.398 0.23
H -3.117 0.867 -1.899 0.22
```

Molecular formula: C17H15F3MoN2OS2
Method: DFT, ωB97M-V/def2-TZVPD

The LUMO energy (spin up / spin down) is -0.2915 / -0.3887 Eh. As for the expectation value of S²: 2.029. The calculation puts the largest force on an atom at 1.11 eV Å⁻¹. The total energy comes out at -2005.121093 Eh. As for the HOMO energy (spin up / spin down): -14.659 / -15.008 eV. Its charge is +2. The spin multiplicity is 3. The value obtained for the HOMO-LUMO gap (spin up / spin down) is 6.728 / 4.431 eV.

Structure (XYZ):
```
41
Properties=species:S:1:pos:R:3:nbo_charge:R:1
Mo -0.515 -0.759 2.381 1.04
F -1.849 2.901 2.361 -0.32
C -1.290 3.038 3.581 0.98
F -2.140 2.513 4.470 -0.30
F -1.140 4.328 3.838 -0.29
C 0.026 2.300 3.612 -0.17
C 1.214 2.823 4.107 -0.07
C 2.378 2.051 4.105 -0.21
C 2.356 0.763 3.604 0.08
N 1.194 0.295 3.133 -0.47
C 0.087 0.999 3.156 0.15
S -2.377 -0.804 3.256 0.18
H 1.240 3.832 4.498 0.27
H 3.301 2.462 4.489 0.27
H 3.225 0.122 3.562 0.24
C 0.647 -1.695 -5.691 -0.66
C 0.198 -1.217 -4.354 0.15
C 0.953 -1.491 -3.208 -0.19
C 0.553 -1.080 -1.958 0.09
C 1.425 -1.426 -0.783 -0.64
C -0.669 -0.349 -1.835 -0.18
C -1.184 0.094 -0.603 0.44
O -0.649 -0.061 0.538 -0.66
C -1.444 -0.052 -3.000 0.14
C -2.736 0.710 -2.945 -0.67
C -0.992 -0.498 -4.224 -0.25
H 1.684 -2.022 -5.678 0.24
H 0.522 -0.917 -6.444 0.25
H 0.027 -2.540 -6.002 0.26
H 1.879 -2.040 -3.316 0.22
H 2.324 -1.936 -1.122 0.24
H 0.900 -2.104 -0.098 0.20
H 1.725 -0.532 -0.233 0.23
H -2.139 0.620 -0.598 0.20
H -3.526 0.108 -2.489 0.24
H -3.059 0.958 -3.952 0.25
H -2.654 1.643 -2.389 0.23
H -1.567 -0.277 -5.114 0.24
S 1.156 -4.840 4.382 0.55
C 0.648 -3.459 3.716 0.16
N 0.266 -2.458 3.249 -0.46
```

Molecular formula: C17H15F3N2O3S
Method: DFT, ωB97M-V/def2-TZVPD

The LUMO energy is -0.0057 Eh. The value obtained for the energy above the lowest of the compared OMol25 structures with the same formula, charge and spin is 0.000 eV. The calculation puts the largest force on an atom at 0.66 eV Å⁻¹. The total energy comes out at -1689.901585 Eh. As for the HOMO energy: -9.163 eV. The value obtained for the HOMO-LUMO gap is 9.007 eV.

Structure (XYZ):
```
41
Properties=species:S:1:pos:R:3:nbo_charge:R:1
C -5.213 -1.458 1.057 -0.63
C -3.820 -1.212 0.574 0.02
C -3.566 -0.887 -0.754 -0.22
C -2.280 -0.640 -1.183 -0.14
C -1.203 -0.698 -0.293 -0.13
C 0.130 -0.394 -0.840 0.58
O 0.338 -0.312 -2.030 -0.54
C 1.266 -0.117 0.152 -0.35
C 2.108 1.056 -0.381 -0.07
C 1.235 2.258 -0.544 -0.21
C 0.958 2.944 -1.685 -0.23
C 0.061 4.016 -1.477 -0.26
C -0.327 4.128 -0.183 -0.40
S 0.387 2.925 0.815 0.43
N 3.161 1.312 0.574 -0.64
C 3.840 0.345 1.239 0.79
O 4.781 0.570 1.961 -0.63
N 3.393 -0.944 1.019 -0.66
C 2.157 -1.349 0.426 0.35
O 1.535 -2.237 1.320 -0.70
C 2.484 -2.169 -0.860 0.94
F 2.986 -1.455 -1.861 -0.31
F 1.394 -2.814 -1.314 -0.33
F 3.382 -3.123 -0.573 -0.32
C -1.455 -1.029 1.040 -0.20
C -2.746 -1.286 1.457 -0.22
H -5.585 -0.573 1.575 0.23
H -5.883 -1.672 0.228 0.22
H -5.239 -2.288 1.759 0.22
H -4.385 -0.830 -1.456 0.21
H -2.076 -0.391 -2.214 0.24
H 0.867 0.181 1.126 0.25
H 2.517 0.797 -1.369 0.23
H 1.371 2.684 -2.642 0.23
H -0.275 4.672 -2.260 0.23
H -0.992 4.844 0.257 0.24
H 3.539 2.244 0.641 0.42
H 3.855 -1.649 1.578 0.43
H 0.880 -2.788 0.871 0.49
H -0.654 -1.110 1.759 0.23
H -2.927 -1.547 2.489 0.21
```

Molecular formula: C17H15F5FeN3OTe
Method: DFT, ωB97M-V/def2-TZVPD

The LUMO energy (spin up / spin down) is -0.2868 / -0.3807 Eh. As for the expectation value of S²: 8.760. The calculation puts the largest force on an atom at 5.29 eV Å⁻¹. The total energy comes out at -2926.801740 Eh. As for the HOMO energy (spin up / spin down): -15.462 / -15.452 eV. Its charge is +2. The spin multiplicity is 6. The value obtained for the HOMO-LUMO gap (spin up / spin down) is 7.659 / 5.091 eV.

Structure (XYZ):
```
43
Properties=species:S:1:pos:R:3:nbo_charge:R:1
Fe -0.030 -0.129 -0.941 1.93
C 2.647 -1.272 -2.495 -0.63
C 2.741 -1.747 -1.091 0.26
C 3.702 -2.694 -0.689 -0.20
C 3.712 -3.119 0.625 -0.10
C 2.801 -2.584 1.528 -0.18
C 1.902 -1.617 1.078 0.14
N 1.888 -1.251 -0.212 -0.55
C 0.969 -0.887 1.941 0.27
C 0.821 -1.089 3.319 -0.20
C -0.058 -0.271 4.014 -0.10
C -0.750 0.729 3.350 -0.18
C -0.580 0.854 1.965 0.19
N 0.262 0.053 1.321 -0.48
C -1.255 1.842 1.122 0.16
C -2.320 2.636 1.548 -0.18
C -2.892 3.525 0.645 -0.10
C -2.355 3.649 -0.620 -0.21
C -1.288 2.806 -0.993 0.26
C -0.673 2.890 -2.339 -0.64
N -0.800 1.926 -0.137 -0.52
H 3.632 -1.003 -2.876 0.28
H 1.974 -0.411 -2.571 0.16
H 2.270 -2.069 -3.134 0.27
H 4.406 -3.077 -1.411 0.26
H 4.433 -3.851 0.957 0.26
H 2.793 -2.913 2.555 0.25
H 1.355 -1.873 3.830 0.25
H -0.193 -0.409 5.078 0.26
H -1.405 1.390 3.892 0.25
H -2.713 2.543 2.546 0.25
H -3.748 4.117 0.936 0.26
H -2.734 4.369 -1.330 0.26
H -0.314 3.905 -2.511 0.28
H -1.409 2.693 -3.117 0.27
H 0.158 2.191 -2.441 0.18
F -3.529 -2.851 -1.105 -0.55
Te -2.553 -1.396 -1.757 3.35
F -1.414 -0.101 -2.825 -0.66
F -0.713 -2.260 -1.655 -0.66
F -2.593 -2.319 -3.385 -0.53
F -3.993 -0.361 -2.365 -0.56
O -2.158 -0.565 -0.248 -1.10
```

Molecular formula: C17H15F6ORuS2
Method: DFT, ωB97M-V/def2-TZVPD

The LUMO energy (spin up / spin down) is -0.0163 / -0.0342 Eh. As for the expectation value of S²: 0.760. The value obtained for the energy above the lowest of the compared OMol25 structures with the same formula, charge and spin is 0.000 eV. The calculation puts the largest force on an atom at 1.69 eV Å⁻¹. The total energy comes out at -2222.542699 Eh. As for the HOMO energy (spin up / spin down): -7.413 / -7.358 eV. The spin multiplicity is 2. The value obtained for the HOMO-LUMO gap (spin up / spin down) is 6.971 / 6.427 eV.

Structure (XYZ):
```
42
Properties=species:S:1:pos:R:3:nbo_charge:R:1
Ru 0.205 0.014 -0.047 0.59
C -3.184 -0.905 -1.257 -0.65
C -2.369 -0.597 -0.039 0.05
C -2.328 0.700 0.492 -0.28
C -1.652 0.958 1.683 -0.15
C -0.979 -0.061 2.355 -0.22
C -0.970 -1.344 1.808 -0.19
C -1.658 -1.610 0.620 -0.27
H -4.190 -1.202 -0.955 0.23
H -2.742 -1.722 -1.826 0.24
H -3.267 -0.035 -1.906 0.23
H -2.842 1.503 -0.020 0.24
H -1.632 1.965 2.078 0.25
H -0.471 0.140 3.288 0.24
H -0.451 -2.144 2.319 0.25
H -1.667 -2.615 0.220 0.25
S 0.182 -0.338 -2.293 0.00
C 1.835 -0.806 -2.622 -0.24
C 2.349 -0.770 -3.924 -0.21
C 3.647 -1.167 -4.170 -0.21
C 4.459 -1.598 -3.115 -0.22
C 3.956 -1.632 -1.831 -0.24
C 2.635 -1.240 -1.582 -0.13
S 1.969 -1.338 0.037 0.12
H 1.713 -0.417 -4.727 0.22
H 4.037 -1.135 -5.178 0.21
H 5.482 -1.895 -3.301 0.22
H 4.573 -1.949 -1.000 0.22
C 2.245 2.305 -1.631 -0.65
C 1.709 2.653 -0.248 0.10
O 0.760 1.788 0.255 -0.71
C 1.024 4.037 -0.321 0.96
F 1.858 5.012 -0.714 -0.32
F 0.012 3.992 -1.207 -0.32
F 0.497 4.406 0.859 -0.32
C 2.897 2.689 0.745 0.96
F 2.499 2.951 2.001 -0.32
F 3.506 1.491 0.763 -0.32
F 3.823 3.604 0.414 -0.32
H 1.409 2.222 -2.322 0.24
H 2.754 1.346 -1.583 0.24
H 2.940 3.064 -1.986 0.24
```